1.
14
Properties=species:S:1:pos:R:3:forces:R:3 method="wB97M-V/def2-TZVPD" smiles="O=C1CCCC1" e_above_lowest_kcal_mol=8.5 largest_force_ev_per_a=0.85
O -0.663 2.278 -0.845 0.357 -0.345 0.413
C -0.317 1.292 -0.238 -0.136 0.030 -0.038
C -1.255 0.211 0.287 -0.143 0.009 -0.040
C -0.563 -1.048 -0.245 0.073 -0.083 0.025
C 0.914 -0.781 0.075 0.237 0.432 0.020
C 1.119 0.801 -0.019 -0.081 -0.474 0.025
H -1.218 0.226 1.386 -0.051 0.002 -0.162
H -2.277 0.393 -0.047 0.083 -0.105 0.032
H -0.803 -2.005 0.230 -0.511 0.296 -0.059
H -0.761 -1.148 -1.321 0.171 0.053 0.186
H 1.540 -1.486 -0.491 0.200 0.748 -0.013
H 1.026 -1.056 1.134 0.218 0.101 -0.246
H 1.478 1.126 0.966 -0.212 0.158 -0.149
H 1.782 1.307 -0.742 -0.205 -0.822 0.006

---

2.
14
Properties=species:S:1:pos:R:3:forces:R:3 method="wB97M-V/def2-TZVPD" smiles=C[C@]12CC[C@H]1O2 e_above_lowest_kcal_mol=48.6 largest_force_ev_per_a=0.48
C -1.790 0.528 0.351 0.041 -0.053 -0.042
C -0.493 -0.080 -0.093 -0.180 0.078 0.251
C 0.613 -0.802 0.718 -0.083 -0.065 0.144
C 1.651 -0.111 -0.193 0.143 -0.033 -0.045
C 0.496 0.354 -1.092 0.183 0.345 -0.030
O -0.412 -0.709 -1.372 0.054 -0.144 -0.100
H -1.614 1.264 1.145 -0.011 -0.163 -0.126
H -2.477 -0.234 0.737 0.140 0.083 -0.056
H -2.278 1.035 -0.489 0.142 -0.116 0.135
H 0.763 -0.617 1.783 -0.327 0.133 -0.109
H 0.539 -1.876 0.528 0.015 0.122 0.209
H 2.048 0.788 0.293 0.006 -0.201 -0.006
H 2.485 -0.732 -0.528 -0.183 0.159 -0.413
H 0.470 1.192 -1.787 0.061 -0.144 0.189

---

3.
14
Properties=species:S:1:pos:R:3:forces:R:3 method="wB97M-V/def2-TZVPD" e_above_lowest_kcal_mol=67.8 largest_force_ev_per_a=0.38
C 0.341 -0.835 -0.661 -0.041 -0.040 -0.126
C -1.026 -0.475 -0.071 -0.109 -0.083 0.076
C -1.088 0.979 0.333 -0.177 0.010 -0.230
O 0.019 1.407 1.176 0.357 -0.005 0.117
C 1.247 0.974 1.091 -0.288 -0.164 -0.172
C 1.493 -0.125 0.076 0.083 0.023 0.089
H 0.347 -0.590 -1.729 0.048 0.100 0.176
H 0.488 -1.919 -0.607 -0.048 0.170 -0.030
H -1.826 -0.643 -0.801 0.137 -0.065 0.097
H -1.263 -1.107 0.793 0.141 0.124 -0.023
H -1.978 1.194 0.928 0.127 0.001 -0.100
H -1.087 1.645 -0.537 0.032 -0.118 0.081
H 2.212 0.330 -0.624 -0.154 -0.033 0.117
H 2.120 -0.835 0.632 -0.108 0.079 -0.073

---

4.
14
Properties=species:S:1:pos:R:3:forces:R:3 method="wB97M-V/def2-TZVPD" smiles=C#C[C@H](O)CC e_above_lowest_kcal_mol=49.7 largest_force_ev_per_a=0.50
C -0.489 -1.567 0.569 -0.007 -0.023 0.025
C 0.630 -0.896 -0.223 0.016 -0.021 -0.040
C 0.738 0.618 -0.009 -0.150 -0.154 0.168
O 1.626 1.110 -1.004 0.030 0.183 -0.090
C -0.570 1.296 -0.046 -0.425 0.259 0.012
C -1.627 1.874 -0.026 0.424 -0.236 -0.042
H -0.444 -1.310 1.634 0.004 -0.042 -0.157
H -0.413 -2.656 0.483 -0.029 0.158 0.022
H -1.470 -1.262 0.188 0.182 -0.048 0.119
H 0.490 -1.052 -1.299 -0.014 -0.006 0.171
H 1.607 -1.324 0.037 -0.172 0.063 -0.062
H 1.167 0.814 0.988 -0.084 -0.052 -0.153
H 1.322 1.976 -1.291 0.056 0.006 0.060
H -2.567 2.381 -0.002 0.170 -0.088 -0.033

---

5.
14
Properties=species:S:1:pos:R:3:forces:R:3 method="wB97M-V/def2-TZVPD" e_above_lowest_kcal_mol=106.3 largest_force_ev_per_a=0.58
C -1.723 -0.163 -0.292 -0.167 -0.001 -0.112
C -1.387 1.258 -0.353 -0.185 0.154 -0.117
C -0.407 0.303 0.367 0.372 -0.049 0.155
C 0.782 0.081 -0.392 -0.319 0.210 0.243
C 1.959 -0.398 0.399 0.132 0.251 0.075
O 1.826 -1.751 -0.039 -0.008 -0.286 -0.502
H -1.619 -0.768 -1.186 0.023 0.132 0.161
H -2.482 -0.491 0.414 0.206 0.063 -0.106
H -1.895 1.956 0.303 0.035 -0.102 -0.060
H -1.022 1.663 -1.291 -0.063 -0.063 0.193
H -0.418 0.330 1.462 0.000 -0.024 -0.244
H 1.579 -1.654 -0.987 0.220 -0.283 0.443
H 2.918 0.044 0.100 -0.157 -0.034 0.018
H 1.888 -0.410 1.495 -0.089 0.032 -0.145

---

6.
14
Properties=species:S:1:pos:R:3:forces:R:3 method="wB97M-V/def2-TZVPD" e_above_lowest_kcal_mol=123.8 largest_force_ev_per_a=0.40
C -1.430 -0.417 1.314 -0.245 -0.069 0.067
C -0.598 0.606 -1.339 0.377 0.026 -0.122
C 0.735 1.276 -1.368 -0.051 0.079 0.004
C 0.670 -0.161 -1.018 -0.078 -0.130 0.017
C 0.767 -0.558 0.445 0.137 -0.107 -0.041
O -0.162 0.202 1.199 0.057 0.050 0.064
H -1.441 -1.115 2.161 0.014 0.046 -0.110
H -2.167 0.372 1.483 0.097 -0.111 0.024
H -1.705 -0.945 0.394 0.012 0.075 0.124
H 0.902 2.012 -0.584 -0.080 -0.022 -0.100
H 1.090 1.583 -2.350 -0.050 -0.054 0.089
H 0.986 -0.896 -1.757 -0.069 0.093 0.100
H 1.764 -0.325 0.839 -0.138 -0.035 -0.058
H 0.589 -1.635 0.581 0.020 0.160 -0.058

---

7.
14
Properties=species:S:1:pos:R:3:forces:R:3 method="wB97M-V/def2-TZVPD" e_above_lowest_kcal_mol=50.5 largest_force_ev_per_a=0.45
C -0.124 1.446 -0.952 -0.166 -0.016 -0.106
C 1.059 1.156 -0.037 0.175 -0.029 0.111
C 0.001 0.136 -0.280 -0.034 0.314 0.101
C -0.805 -0.527 0.812 -0.126 -0.047 0.078
C -0.135 -1.792 0.261 -0.094 -0.396 0.200
O 0.235 -1.097 -0.948 0.182 -0.003 -0.161
H 0.077 1.470 -2.020 -0.015 -0.007 0.182
H -0.917 2.111 -0.617 0.203 -0.046 -0.052
H 1.076 1.603 0.955 0.028 0.015 -0.229
H 2.034 1.006 -0.493 -0.200 0.057 -0.013
H -1.874 -0.531 0.589 0.039 0.077 0.131
H -0.613 -0.219 1.844 -0.030 -0.116 -0.188
H 0.766 -2.102 0.804 -0.135 0.025 0.039
H -0.780 -2.659 0.082 0.174 0.172 -0.094

---

8.
14
Properties=species:S:1:pos:R:3:forces:R:3 method="wB97M-V/def2-TZVPD" e_above_lowest_kcal_mol=76.2 largest_force_ev_per_a=2.01
C -0.042 1.368 -0.833 -1.139 0.418 -0.678
C 1.182 -0.197 1.441 -0.023 -0.321 0.821
C 0.160 -1.011 1.221 0.601 -0.026 0.751
O -1.131 -0.572 0.976 0.304 -0.142 -0.126
C -1.091 -0.829 -0.402 -0.293 -0.059 -0.693
C -0.398 -0.024 -1.191 0.214 -0.811 0.091
H 0.781 1.850 -1.369 -0.196 -0.353 0.110
H -0.148 1.723 0.192 0.134 -0.477 -0.191
H 2.183 -0.603 1.426 -0.002 -0.022 0.344
H 1.038 0.837 1.722 0.065 0.001 -0.339
H 0.257 -2.089 1.101 0.232 0.133 -0.084
H -1.527 -1.769 -0.709 -0.057 -0.051 -0.038
H -0.251 -0.251 -2.239 -0.211 -0.262 -0.020
H -1.011 1.566 -1.335 0.372 1.972 0.052

---

9.
14
Properties=species:S:1:pos:R:3:forces:R:3 method="wB97M-V/def2-TZVPD" smiles=C1CC2(C1)CO2 e_above_lowest_kcal_mol=81.3 largest_force_ev_per_a=3.01
C -0.299 0.836 -1.691 0.213 -0.103 0.270
O -1.269 1.435 -0.794 -0.431 -0.608 -0.053
C -0.301 0.592 -0.264 -0.233 -1.507 0.403
C 0.503 0.708 0.992 0.148 0.117 0.178
C 0.698 -0.817 0.913 0.345 -0.173 0.582
C -0.547 -1.002 0.051 -0.094 0.590 0.491
H 0.242 1.570 -2.296 0.032 -0.696 0.248
H -0.563 -0.222 -1.840 -0.216 1.038 -2.817
H -0.196 0.974 1.792 0.198 -0.022 0.046
H 1.387 1.344 1.034 -0.124 0.046 -0.100
H 0.734 -1.368 1.844 0.193 -0.078 0.217
H 1.586 -1.034 0.307 -0.128 -0.060 0.237
H -1.496 -1.117 0.576 0.170 0.051 0.466
H -0.481 -1.899 -0.625 -0.073 1.405 -0.168

---

10.
14
Properties=species:S:1:pos:R:3:forces:R:3 method="wB97M-V/def2-TZVPD" e_above_lowest_kcal_mol=129.1 largest_force_ev_per_a=0.87
C -1.927 0.537 0.266 -0.208 -0.100 -0.147
C -0.728 -0.099 -0.353 -0.448 0.112 -0.071
C 0.449 -0.715 0.358 -0.047 -0.088 -0.274
C 1.292 0.136 -0.288 -0.064 0.093 -0.010
C 0.238 0.567 -1.234 -0.025 0.655 -0.124
O -0.614 -0.569 -1.666 -0.068 0.041 -0.468
H -1.630 1.198 1.093 0.057 -0.242 -0.275
H -2.611 -0.212 0.669 -0.045 0.053 -0.054
H -2.432 1.131 -0.497 -0.127 -0.059 0.117
H 2.090 -0.983 1.476 0.731 -0.201 0.419
H 0.529 -1.756 0.654 -0.001 0.438 0.620
H 2.280 0.553 -0.107 0.018 -0.659 -0.405
H 2.649 -1.076 0.992 0.462 -0.261 0.470
H 0.171 1.423 -1.885 -0.235 0.219 0.202

---

11.
14
Properties=species:S:1:pos:R:3:forces:R:3 method="wB97M-V/def2-TZVPD" smiles="CC(=O)C1CC1" e_above_lowest_kcal_mol=35.4 largest_force_ev_per_a=1.67
C 1.614 0.633 -1.195 0.203 0.065 0.463
C 0.174 0.671 -0.692 -0.141 -1.393 -0.914
O -0.581 0.405 -1.602 -1.000 0.681 -0.036
C -0.351 0.466 0.740 0.186 0.042 -0.301
C -1.644 -0.310 0.747 -0.145 0.071 0.004
C -0.360 -1.034 0.985 0.105 -0.230 0.073
H 1.813 1.441 -1.914 -0.082 -0.066 0.516
H 2.325 0.596 -0.386 0.536 0.253 0.158
H 1.697 -0.300 -1.784 -0.096 0.424 0.430
H -0.151 1.100 1.607 0.294 -0.038 -0.605
H -2.104 -0.431 -0.227 -0.002 0.000 0.220
H -2.335 -0.195 1.577 0.259 0.106 -0.084
H -0.133 -1.409 1.978 -0.006 0.122 -0.118
H 0.034 -1.633 0.168 -0.112 -0.037 0.194

---

12.
14
Properties=species:S:1:pos:R:3:forces:R:3 method="wB97M-V/def2-TZVPD" smiles=CC#CCOC e_above_lowest_kcal_mol=65.5 largest_force_ev_per_a=2.07
C 1.902 -1.147 -0.443 0.100 -0.517 -0.054
O 2.041 0.232 -0.266 0.482 0.007 0.169
C 1.065 0.975 -0.908 0.670 1.781 -0.820
C -0.277 0.578 -0.714 -1.277 -0.078 1.349
C -1.345 0.548 -0.178 0.947 -0.579 -0.679
C -2.625 0.358 0.371 -1.626 -0.071 0.561
H 1.924 -1.425 -1.504 -0.040 0.011 0.026
H 2.756 -1.603 0.054 -0.077 -0.109 0.022
H 0.967 -1.505 0.004 0.128 -0.074 -0.070
H 1.119 1.993 -0.495 0.279 -0.209 -0.153
H 1.172 1.087 -1.984 0.898 -0.204 -0.444
H -2.665 0.648 1.417 -0.009 0.137 0.159
H -3.325 0.973 -0.184 -0.421 0.046 0.040
H -2.947 -0.677 0.316 -0.054 -0.142 -0.106